[1]
{
  "formula": "C3H5NO",
  "method": "ωB97M-V/def2-TZVPD",
  "species": ["O", "C", "C", "C", "N", "H", "H", "H", "H", "H"],
  "coordinates": [[1.3828, -1.2182, 1.4852], [1.3035, -0.4816, 0.5758], [0.1211, -0.0684, -0.5588], [-1.2205, -0.3981, -0.4561], [0.1614, 1.3010, -0.0656], [1.4977, 0.8061, 0.4901], [0.5645, -0.1600, -1.5506], [-1.7984, -0.8169, -1.2773], [-1.7340, -0.2830, 0.4951], [-0.2781, 1.3191, 0.8622]],
  "atomic_forces_ev_per_a": [[-0.05, 0.52, -0.68], [0.13, -0.63, 0.77], [-0.34, -0.04, -0.30], [0.08, -0.02, 0.01], [0.03, 0.01, 0.16], [-0.08, 0.10, -0.02], [-0.04, -0.02, 0.15], [0.11, 0.06, 0.11], [0.11, 0.01, -0.12], [0.06, 0.00, -0.09]],
  "e_above_lowest_ev": 5.361,
  "gap_ev": 8.3
}


[2]
{
  "formula": "C3H5NO",
  "method": "ωB97M-V/def2-TZVPD",
  "species": ["C", "O", "C", "C", "N", "H", "H", "H", "H", "H"],
  "coordinates": [[0.8874, -0.9774, 0.5210], [1.0504, -0.1701, -0.5829], [-0.1344, 0.7573, -0.7795], [-1.1514, 0.4595, 0.2423], [-2.2021, 0.9376, 0.3976], [1.5374, -0.7416, 1.3767], [0.7935, -2.0531, 0.3065], [-0.3638, -0.6124, 0.9503], [-0.5836, 0.5898, -1.7700], [0.1665, 1.8104, -0.6619]],
  "atomic_forces_ev_per_a": [[-2.89, 0.51, 1.41], [-1.62, 1.29, -0.32], [2.23, -1.21, -0.20], [-1.66, 2.13, -1.36], [-0.04, -0.85, 1.01], [-0.01, -0.11, -0.43], [0.27, 0.40, -0.07], [3.11, -1.66, -0.20], [0.43, 0.00, 0.29], [0.16, -0.51, -0.13]],
  "e_above_lowest_ev": 3.395,
  "gap_ev": 10.6
}


[3]
{
  "formula": "C3H5NO",
  "method": "ωB97M-V/def2-TZVPD",
  "species": ["C", "N", "C", "H", "H", "H", "C", "O", "H", "H"],
  "coordinates": [[1.0951, 0.7207, -0.3315], [1.2849, 1.6373, 0.4979], [-0.1502, 1.3056, 0.1211], [1.6420, 0.0012, -0.9290], [-0.6825, 2.0239, -0.5010], [-0.7530, 0.8347, 0.9018], [-0.6157, -1.6327, 0.0586], [0.5135, -2.0048, 0.2592], [-1.3646, -1.5515, 0.8704], [-0.9696, -1.3344, -0.9477]],
  "atomic_forces_ev_per_a": [[0.20, 0.35, 0.26], [0.07, -0.32, -0.38], [-0.39, 0.11, 0.01], [-0.04, 0.13, 0.14], [0.11, -0.06, 0.11], [0.16, 0.07, -0.15], [0.27, -0.15, 0.06], [-0.56, 0.07, -0.10], [0.12, -0.10, -0.04], [0.07, -0.10, 0.09]],
  "smiles": "C1=NC1.C=O",
  "e_above_lowest_ev": 3.265,
  "gap_ev": 11.0
}


[4]
{
  "formula": "C3H5NO",
  "method": "ωB97M-V/def2-TZVPD",
  "species": ["C", "C", "C", "N", "O", "H", "H", "H", "H", "H"],
  "coordinates": [[-0.3341, -0.9618, -0.7129], [1.1171, -0.3041, 0.5753], [-0.7423, 1.2597, 0.1414], [-0.2902, 0.0377, 0.2186], [1.9614, 0.5378, 0.7241], [-0.9418, -0.8093, -1.5909], [-0.2614, -1.9866, -0.3933], [1.1979, -1.3222, 0.9771], [-1.5030, 1.5042, -0.5839], [-0.2036, 2.0445, 0.6445]],
  "atomic_forces_ev_per_a": [[-0.97, -0.47, -0.55], [-0.10, 0.74, 1.95], [0.14, -0.29, 0.14], [1.33, 0.33, -0.94], [-0.32, -0.27, -0.66], [-0.03, 0.23, -0.21], [0.18, -0.01, 0.38], [-0.12, 0.02, -0.42], [-0.15, -0.18, 0.06], [0.03, -0.10, 0.24]],
  "e_above_lowest_ev": 3.438,
  "gap_ev": [8.2, 8.2]
}


[5]
{
  "formula": "C3H5NO",
  "method": "ωB97M-V/def2-TZVPD",
  "species": ["C", "C", "C", "H", "H", "H", "H", "H", "N", "O"],
  "coordinates": [[-0.9859, -0.7329, -0.1579], [0.0200, 0.2262, 0.3641], [1.4082, -0.1728, -0.0184], [-1.0941, -0.4202, -1.2604], [-0.7127, -1.7506, -0.0363], [-2.0763, -0.7067, 0.2093], [0.1110, 0.2486, 1.5073], [0.9613, 2.0061, -0.3566], [2.5844, -0.1653, -0.1186], [-0.2159, 1.4674, -0.1327]],
  "atomic_forces_ev_per_a": [[-3.07, 0.63, -1.95], [1.51, -1.30, 2.39], [3.51, 0.25, 0.16], [0.26, -1.01, 1.38], [0.57, -0.90, -0.14], [1.81, 0.62, 0.04], [-0.43, -0.15, -1.18], [-5.54, -2.35, 1.16], [-3.45, -0.34, 0.00], [4.83, 4.55, -1.86]],
  "e_above_lowest_ev": 2.751,
  "gap_ev": 11.0
}


[6]
{
  "formula": "C3H5NO",
  "method": "ωB97M-V/def2-TZVPD",
  "species": ["N", "C", "C", "C", "O", "H", "H", "H", "H", "H"],
  "coordinates": [[-0.5173, 1.8254, 0.0622], [-0.2553, 0.5052, -0.2173], [0.3831, -0.4680, 0.4903], [0.4804, -1.7381, -0.1901], [1.3389, -2.5784, 0.0864], [-0.5895, 2.0396, 1.0496], [-0.7300, 2.5415, -0.6162], [-0.5714, 0.0481, -1.1246], [0.7547, -0.2821, 1.4641], [-0.2937, -1.8931, -1.0045]],
  "atomic_forces_ev_per_a": [[0.17, -0.97, 0.75], [0.43, -0.53, 0.33], [-1.37, 1.64, -0.52], [1.35, -1.36, 0.55], [-1.55, 0.84, -0.60], [0.23, 0.39, -0.48], [-0.12, -0.53, 0.14], [-0.59, 0.79, -1.24], [0.71, -0.19, 0.74], [0.75, -0.08, 0.35]],
  "smiles": "N/C=C/C=O",
  "e_above_lowest_ev": 1.044,
  "gap_ev": 9.7
}


[7]
{
  "formula": "C3H5NO",
  "method": "ωB97M-V/def2-TZVPD",
  "species": ["C", "N", "C", "C", "O", "H", "H", "H", "H", "H"],
  "coordinates": [[0.0524, -0.3951, 1.7997], [-0.4319, 0.2363, 0.8183], [0.3322, 0.2885, -0.4110], [-0.5831, 0.1778, -1.6209], [-0.2190, 0.4560, -2.7365], [1.0127, -0.9256, 1.7700], [-0.4951, -0.4310, 2.7415], [1.1112, -0.4912, -0.4827], [0.8339, 1.2615, -0.4759], [-1.6134, -0.1773, -1.4026]],
  "atomic_forces_ev_per_a": [[-0.12, 0.09, -0.19], [0.13, -0.20, 0.35], [0.07, 0.02, -0.04], [0.25, 0.12, -0.25], [-0.23, -0.19, 0.47], [-0.03, 0.05, -0.10], [-0.01, 0.05, -0.13], [-0.13, 0.12, -0.01], [-0.07, -0.12, -0.02], [0.14, 0.06, -0.08]],
  "smiles": "C=NCC=O",
  "e_above_lowest_ev": 1.295,
  "gap_ev": 11.0
}


[8]
{
  "formula": "C3H5NO",
  "method": "ωB97M-V/def2-TZVPD",
  "species": ["C", "N", "C", "C", "O", "H", "H", "H", "H", "H"],
  "coordinates": [[-0.3196, -1.3777, -0.1769], [0.3166, -0.7954, -1.0906], [0.6226, 0.5353, -0.5595], [-0.3413, 0.6787, 0.6904], [-0.8096, -0.6745, 0.8737], [-0.4775, -2.4480, -0.1629], [0.4718, 1.3647, -1.2622], [1.6814, 0.3243, -0.4607], [0.0857, 1.0042, 1.6461], [-1.2249, 1.3203, 0.5031]],
  "atomic_forces_ev_per_a": [[-0.42, -0.34, -0.31], [-0.43, -0.16, -0.11], [-0.76, 0.17, -0.05], [0.37, 0.06, -0.27], [0.39, -0.26, 0.17], [-0.39, 0.05, 0.11], [0.06, -0.40, 0.02], [0.45, 1.25, 1.06], [0.23, -0.08, -0.38], [0.52, -0.30, -0.24]],
  "smiles": "C1=NCCO1",
  "e_above_lowest_ev": 1.005,
  "gap_ev": 10.5
}


[9]
{
  "formula": "C3H5NO",
  "method": "ωB97M-V/def2-TZVPD",
  "species": ["H", "N", "C", "C", "C", "O", "H", "H", "H", "H"],
  "coordinates": [[1.3574, 1.9612, -1.5420], [1.3315, 1.0511, -1.0882], [0.3837, 0.8658, -0.2907], [0.2617, -0.4454, 0.4176], [-1.1273, -1.0234, 0.3604], [-2.1107, -0.4654, -0.0293], [-0.4066, 1.5886, -0.0533], [0.5008, -0.3100, 1.4782], [0.9788, -1.1585, 0.0065], [-1.1693, -2.0641, 0.7409]],
  "atomic_forces_ev_per_a": [[-0.29, 0.09, 0.21], [0.72, -0.10, -0.53], [-0.52, 0.13, 0.33], [-0.09, 0.22, -0.14], [0.43, -0.55, 0.31], [-0.24, 0.28, -0.17], [0.16, 0.07, -0.14], [0.02, -0.09, 0.07], [-0.01, -0.02, 0.06], [-0.18, -0.03, -0.01]],
  "smiles": "[H]/N=C/CC=O",
  "e_above_lowest_ev": 0.927,
  "gap_ev": 10.9
}


[10]
{
  "formula": "C3H5NO",
  "method": "ωB97M-V/def2-TZVPD",
  "species": ["O", "C", "C", "N", "C", "H", "H", "H", "H", "H"],
  "coordinates": [[-1.1308, -1.9035, 0.4047], [-0.5626, -0.8608, 0.2658], [0.8922, -0.3768, 0.5113], [0.3963, 0.8995, -0.0092], [-0.9252, 0.5774, -0.1357], [1.2124, -0.3677, 1.5590], [1.6507, -0.8617, -0.1147], [0.7498, 1.8224, 0.1903], [-1.5555, 0.7033, -1.2410], [-1.1797, 0.0854, -1.7940]],
  "atomic_forces_ev_per_a": [[0.30, 0.55, -0.07], [-0.26, -0.54, 0.07], [0.16, -0.14, 0.09], [0.04, 0.27, 0.02], [0.05, -0.04, -0.11], [-0.07, -0.02, -0.14], [-0.11, 0.05, 0.07], [-0.06, -0.14, -0.03], [-0.11, 0.03, -0.08], [0.06, 0.00, 0.19]],
  "e_above_lowest_ev": 5.092,
  "gap_ev": 8.5
}


[11]
{
  "formula": "C3H5NO",
  "method": "ωB97M-V/def2-TZVPD",
  "species": ["O", "C", "C", "C", "N", "H", "H", "H", "H", "H"],
  "coordinates": [[1.9842, 0.5902, 0.1338], [0.7907, 0.2033, -0.1717], [0.3318, 1.4201, 0.3912], [-1.1450, -1.1614, -0.1287], [0.1750, -0.9488, -0.3934], [0.4506, 1.5875, 1.4576], [0.0229, 2.2612, -0.2270], [-1.6133, -0.5069, 0.5924], [-1.7160, -1.7576, -0.8281], [0.7192, -1.6875, -0.8261]],
  "atomic_forces_ev_per_a": [[0.40, -2.75, -1.34], [1.96, 2.45, 2.14], [-2.56, 1.26, 0.03], [-0.77, 0.05, -0.01], [0.94, -0.72, -0.79], [0.16, -0.04, -0.28], [-0.16, -0.24, 0.12], [0.05, -0.07, -0.12], [0.07, -0.02, 0.17], [-0.09, 0.09, 0.10]],
  "e_above_lowest_ev": 4.928,
  "gap_ev": [8.5, 6.6]
}


[12]
{
  "formula": "C3H5NO",
  "method": "ωB97M-V/def2-TZVPD",
  "species": ["O", "C", "C", "C", "N", "H", "H", "H", "H", "H"],
  "coordinates": [[-0.9151, 1.5972, 0.8423], [-0.5585, 0.6055, 0.2511], [0.2060, -0.5849, 0.8865], [1.0361, -0.9680, -0.2965], [-0.6844, 0.4091, -1.0972], [0.7295, -0.1795, 1.7577], [-0.4960, -1.3669, 1.1984], [1.8688, -0.2400, -0.3659], [-0.3235, -0.4736, -1.4781], [-0.8630, 1.2011, -1.6981]],
  "atomic_forces_ev_per_a": [[0.20, -0.43, -0.28], [-0.01, 0.19, 0.02], [0.05, -0.10, 0.06], [0.15, 0.08, 0.27], [0.03, 0.11, -0.02], [-0.06, -0.01, -0.12], [0.08, 0.15, -0.09], [-0.06, -0.12, 0.15], [-0.22, 0.21, -0.06], [-0.15, -0.08, 0.08]],
  "e_above_lowest_ev": 3.641,
  "gap_ev": 8.6
}